#A
A 3-piece molecular cluster, C2H8O2 overall. Source: the Open Molecules 2025 dataset; level of theory: ωB97M-V with the def2-TZVPD basis set.

```
12
Properties=species:S:1:pos:R:3:lowdin_charge:R:1
O -0.6571 -0.6905 -1.2076 -0.059
H 0.2819 -0.5743 -1.3782 0.017
H -0.6881 -1.5894 -0.8593 0.043
H -4.5705 1.2004 -2.7447 0.002
C 1.3502 -0.5442 1.7711 -0.325
O 2.3248 -1.1889 2.0493 0.042
C 1.3925 0.7065 0.9254 -0.045
H 0.3604 -0.8221 2.1880 0.116
H 1.1828 0.3938 -0.0839 0.040
H 2.4439 1.0010 0.9877 0.084
H 0.8078 1.5433 1.2926 0.083
H -4.2286 0.5644 -2.9405 0.001
```

Its spin multiplicity is 1. Its SMILES is [H][H].CC=O.O. The calculation puts the LUMO energy at 0.7 eV. The value obtained for the molecular weight is 64.1 g mol⁻¹. Its HOMO-LUMO gap is 0.3953 Eh.

***

#B
A 2-piece molecular cluster, C2H8O2 overall. Source: the Open Molecules 2025 dataset; level of theory: ωB97M-V with the def2-TZVPD basis set.

```
12
Properties=species:S:1:pos:R:3:lowdin_charge:R:1
O 0.8283 1.2834 3.9652 -0.143
C 0.2407 0.0052 3.8711 -0.181
H 0.3257 1.9005 4.5370 0.091
H 0.8841 -0.7902 3.4588 0.082
H -0.6355 0.1259 3.2121 0.075
H -0.1100 -0.3078 4.8689 0.076
O -0.7371 -1.3112 -3.7979 -0.120
C -0.2625 -0.0298 -3.9483 -0.218
H -0.0039 -1.8855 -4.1028 0.094
H 0.5330 0.3202 -3.2691 0.079
H -1.1514 0.6078 -3.8071 0.085
H 0.0886 0.0813 -4.9880 0.080
```

Its spin multiplicity is 1. Its SMILES is CO.CO. The calculation puts the LUMO energy at 0.9 eV. The value obtained for the molecular weight is 64.1 g mol⁻¹. Its HOMO-LUMO gap is 0.4119 Eh.

***

The structure with the greatest stability is #B.

***

#A
One molecule with the formula C3H5NO2S. Source: the Open Molecules 2025 dataset; level of theory: ωB97M-V with the def2-TZVPD basis set.

```
12
Properties=species:S:1:pos:R:3:lowdin_charge:R:1
C -0.0792 0.9564 -0.7453 -0.258
C -0.3029 0.4666 1.4224 -0.511
C 0.2744 -1.3505 -1.0810 -0.264
H -0.3473 1.6929 -1.4935 0.136
H 1.0143 0.9708 -0.4665 0.150
H 0.8229 0.6816 1.4518 0.110
H -0.7824 0.7434 2.3408 0.063
H 0.9362 -1.8573 -1.9275 0.161
N 0.3159 -1.9181 0.1264 -0.299
O -0.9409 1.1470 0.3370 -0.109
O -0.4017 -0.2137 -1.5005 -0.062
S -0.5091 -1.3190 1.5359 0.882
```

Its spin multiplicity is 1. Its SMILES is C1=NSCOCO1. The calculation puts the LUMO energy at 0.9 eV. The value obtained for the molecular weight is 119.1 g mol⁻¹. Its HOMO-LUMO gap is 0.3587 Eh.

***

#B
One molecule with the formula C3H5NO2S. Source: the Open Molecules 2025 dataset; level of theory: ωB97M-V with the def2-TZVPD basis set.

```
12
Properties=species:S:1:pos:R:3:lowdin_charge:R:1
C 0.4418 0.8812 0.1106 -0.146
C 0.3809 -0.5042 0.0626 -0.022
C -0.4594 0.2623 -0.8821 -0.274
N -1.2701 -0.6572 1.2406 -0.072
O -2.9971 -0.8342 -0.7086 -0.332
O -2.5155 1.3680 0.3462 -0.317
S -2.0215 0.0540 -0.0486 0.610
H -0.0107 1.5766 0.8890 0.157
H 1.2999 1.3156 -0.2975 0.107
H 0.8864 -1.4177 0.2115 0.123
H -0.6511 0.0354 -1.9354 0.141
H -1.4951 -1.5869 1.4372 0.025
```

Its spin multiplicity is 1. The calculation puts the LUMO energy at -0.5 eV. The value obtained for the molecular weight is 119.1 g mol⁻¹. Its HOMO-LUMO gap is 0.3536 Eh.

***

#C
A 2-piece molecular cluster, C3H5NO2S overall. Source: the Open Molecules 2025 dataset; level of theory: ωB97M-V with the def2-TZVPD basis set.

```
12
Properties=species:S:1:pos:R:3:lowdin_charge:R:1
C -0.0843 -0.1613 -0.7256 -0.558
C -0.5962 -0.8970 -1.8097 -0.424
C 0.0360 -0.6942 0.6900 -0.135
N -0.3115 0.8672 -3.6650 -0.261
O 0.4257 1.8107 -3.4985 0.061
O -1.0620 0.5016 -4.5449 0.044
S -1.9407 -0.0546 -1.1405 0.860
H 0.5229 0.7379 -0.8978 0.104
H -0.5916 -1.6861 -2.5780 0.089
H 0.3465 0.2278 1.3418 0.111
H 0.7969 -1.4791 0.9137 0.087
H -0.9393 -0.9178 1.0324 0.023
```

Its spin multiplicity is 1. The calculation puts the LUMO energy (alpha / beta) at -0.3 / -1.2 eV. The value obtained for the molecular weight is 119.1 g mol⁻¹. Its HOMO-LUMO gap (alpha / beta) is 0.3329 / 0.2365 Eh.

***

#D
One molecule with the formula C3H5NO2S. Source: the Open Molecules 2025 dataset; level of theory: ωB97M-V with the def2-TZVPD basis set.

```
12
Properties=species:S:1:pos:R:3:lowdin_charge:R:1
C -0.0493 1.6341 0.2007 -0.069
C 2.2975 -0.3471 -0.1958 -0.188
C -0.8776 -0.6815 -0.2240 -0.595
H -1.0691 1.7532 0.6665 0.064
H 0.5523 1.9521 1.0412 0.093
H 0.0536 2.2842 -0.6828 0.111
H 3.2118 -0.3166 -0.8052 0.143
H -0.5057 -1.7893 -0.4569 0.130
N 0.0824 0.3160 -0.2449 -0.317
O 1.1436 -0.0020 -0.9609 -0.027
O 2.3853 -0.5563 1.0312 0.061
S -2.4546 -0.3289 0.1690 0.594
```

Its spin multiplicity is 1. Its SMILES is CN(C=S)OC=O. The calculation puts the LUMO energy at 0.3 eV. The value obtained for the molecular weight is 119.1 g mol⁻¹. Its HOMO-LUMO gap is 0.3296 Eh.

***

The structure with the greatest stability is #A.

***

#A
One molecule with the formula C3H5NO2S. Source: the Open Molecules 2025 dataset; level of theory: ωB97M-V with the def2-TZVPD basis set.

```
12
Properties=species:S:1:pos:R:3:lowdin_charge:R:1
C -0.5543 1.2348 -0.1155 -0.578
C -0.0914 -0.2099 -0.5273 -0.158
C 0.2034 -0.7452 0.8646 -0.615
N 0.3773 2.1839 0.0039 0.013
O -1.7277 1.4363 0.1659 0.076
O 0.0607 3.2316 0.6807 0.032
S 1.3344 0.3392 1.7639 0.720
H -0.8569 -0.7898 -1.0379 0.121
H 0.7178 0.0350 -1.1680 0.098
H -0.8171 -0.8507 1.4876 0.132
H 0.6769 -1.6334 0.7491 0.013
H -0.8721 3.0210 1.0219 0.147
```

Its spin multiplicity is 1. The calculation puts the LUMO energy (alpha / beta) at -2.8 / -2.8 eV. The value obtained for the molecular weight is 119.1 g mol⁻¹. Its HOMO-LUMO gap (alpha / beta) is 0.2366 / 0.2345 Eh.

***

#B
One molecule with the formula C3H5NO2S. Source: the Open Molecules 2025 dataset; level of theory: ωB97M-V with the def2-TZVPD basis set.

```
12
Properties=species:S:1:pos:R:3:lowdin_charge:R:1
C 0.5109 0.1025 -0.3415 -0.556
C -1.8089 -0.7706 -0.4607 -0.420
C 1.9384 -0.0744 -0.2311 -0.022
N 2.6830 0.2473 0.7702 0.065
O 0.3852 1.1596 -0.9357 0.076
O -0.3958 -0.8543 -0.0361 -0.060
S -2.8733 0.3543 0.6029 0.725
H -1.7710 -0.4376 -1.4336 0.052
H -2.2838 -1.7326 -0.3933 0.071
H 2.5028 0.3815 1.8314 0.164
H 3.6591 0.1325 0.5619 0.087
H -2.5466 1.4918 0.0657 -0.182
```

Its spin multiplicity is 1. The calculation puts the LUMO energy at 0.7 eV. The value obtained for the molecular weight is 119.1 g mol⁻¹. Its HOMO-LUMO gap is 0.3402 Eh.

***

#C
A 2-piece molecular cluster, C3H5NO2S overall. Source: the Open Molecules 2025 dataset; level of theory: ωB97M-V with the def2-TZVPD basis set.

```
12
Properties=species:S:1:pos:R:3:lowdin_charge:R:1
C 0.5894 1.0876 0.5517 -0.438
C -3.4592 1.3512 -0.3648 -0.601
C 1.0115 -0.9239 -0.6128 -0.258
N 0.1307 0.1842 -0.2585 0.052
O 1.7110 1.2581 0.9326 0.053
O 1.0266 -1.8899 0.4118 -0.019
S -4.4408 1.5630 0.7885 0.635
H -0.2157 1.7465 0.8045 0.115
H -0.8899 -0.0767 -0.1589 0.144
H 0.6834 -1.3987 -1.6127 0.144
H 2.0048 -0.5804 -0.7896 0.110
H 1.8482 -2.3209 0.3082 0.064
```

Its spin multiplicity is 1. The calculation puts the LUMO energy at -0.5 eV. The value obtained for the molecular weight is 119.1 g mol⁻¹. Its HOMO-LUMO gap is 0.3416 Eh.

***

#D
One molecule with the formula C3H5NO2S. Source: the Open Molecules 2025 dataset; level of theory: ωB97M-V with the def2-TZVPD basis set.

```
12
Properties=species:S:1:pos:R:3:lowdin_charge:R:1
C 1.0311 0.6044 -0.3837 -0.119
C 0.5379 0.4366 -1.8168 -0.201
C -0.6666 -0.4657 1.1529 -0.459
H 0.5783 -1.6234 -1.2474 0.110
H 0.6444 1.4676 0.0008 0.003
H 2.1690 0.4293 -0.4109 0.165
H 0.5349 1.5491 -2.2892 0.178
H -0.8941 -1.2894 1.6896 0.023
N 0.6201 -0.5281 0.6347 -0.139
O 0.8889 -1.7892 -0.1876 -0.135
O 0.2710 -0.6144 -2.2775 0.086
S -1.3792 1.1838 1.4888 0.488
```

Its spin multiplicity is 1. Its SMILES is O=CCN(O)C=S. The calculation puts the LUMO energy at -0.7 eV. The value obtained for the molecular weight is 119.1 g mol⁻¹. Its HOMO-LUMO gap is 0.3010 Eh.

***

The structure with the greatest stability is #C.